# 1
{
  "formula": "C7H7N3",
  "method": "ωB97M-V with the def2-TZVPD basis set",
  "de_lowest_kcal_mol": 97.7,
  "charge": 0,
  "homo_energy_ev": -8.2656,
  "e_tot_ha": -435.048589,
  "species": ["C", "C", "C", "C", "C", "C", "C", "N", "N", "N", "H", "H", "H", "H", "H", "H", "H"],
  "coordinates": [[2.094, -0.992, 0.826], [2.186, 0.354, 0.450], [0.794, -1.550, 1.024], [1.105, 1.103, -0.012], [-0.356, -0.748, 0.710], [-0.198, 0.542, 0.148], [-2.413, 0.423, -1.190], [-2.067, -0.957, -1.453], [-1.873, -0.096, -2.357], [-1.303, 1.311, -0.131], [2.855, -1.771, 1.133], [3.274, 0.848, 0.524], [0.609, -2.633, 1.029], [1.114, 2.163, -0.337], [-1.333, -0.943, 1.223], [-3.380, 0.862, -0.934], [-1.108, 2.083, -0.652]],
  "atomic_forces_ev_per_a": [[-1.9, -2.1, 1.1], [3.3, 1.2, 0.0], [-0.5, 1.5, -2.4], [-0.9, -0.7, 0.7], [0.5, 0.5, 1.4], [1.5, -0.6, 0.7], [2.1, 2.2, 3.9], [-0.1, 1.8, -1.0], [-0.1, -1.3, 0.1], [-3.9, -4.6, -0.8], [-0.1, 1.8, -0.7], [-2.6, -1.0, -0.5], [0.4, 0.4, 1.0], [0.6, -0.8, 0.2], [0.8, -0.3, -1.2], [0.1, -0.6, -0.7], [0.9, 2.8, -1.7]]
}

# 2
{
  "formula": "C7H7N3O2",
  "method": "ωB97M-V with the def2-TZVPD basis set",
  "de_lowest_kcal_mol": 269.5,
  "charge": 0,
  "homo_energy_ev": -9.6521,
  "e_tot_ha": -585.300706,
  "species": ["C", "C", "C", "C", "C", "C", "C", "H", "H", "H", "H", "H", "H", "H", "N", "N", "N", "O", "O"],
  "coordinates": [[-0.413, -0.180, 1.949], [0.395, -1.417, 1.744], [0.501, -2.760, 1.872], [0.085, 1.244, -0.013], [-1.000, 0.502, -2.003], [0.086, 0.115, -2.987], [1.062, -0.399, -3.474], [-0.590, -0.011, 3.023], [-1.546, -0.492, 1.805], [0.552, -3.811, 1.577], [-0.323, -0.663, -0.188], [-0.960, 1.549, -2.098], [-1.994, -0.069, -2.266], [1.814, -0.804, -4.062], [0.813, 2.130, 1.929], [0.183, 1.169, 1.337], [-0.442, 0.196, -0.611], [0.918, 1.519, 3.039], [0.859, 2.182, -0.573]],
  "atomic_forces_ev_per_a": [[-1.0, 0.5, 1.8], [-0.1, -9.0, 1.3], [-0.8, 9.3, -1.6], [6.2, 4.7, -2.8], [1.6, -3.3, -0.6], [-0.3, -1.1, 0.8], [-1.6, 0.9, 0.2], [1.1, 0.1, -0.3], [2.2, 1.3, -1.3], [0.2, 0.8, 0.4], [-0.3, -2.2, 0.3], [-1.0, 1.4, 0.4], [1.9, 1.4, 0.9], [1.0, -0.4, -0.5], [-0.2, -4.5, 5.4], [-4.1, -3.3, -4.1], [-2.7, 2.5, -3.6], [2.6, 4.6, 1.8], [-4.7, -3.6, 1.5]]
}

# 3
{
  "formula": "C7H7N3O2",
  "method": "ωB97M-V with the def2-TZVPD basis set",
  "spin_multiplicity": 3,
  "de_lowest_kcal_mol": 55.5,
  "charge": 0,
  "homo_energy_ev": [-6.1354, -10.0469],
  "s2": 2.019,
  "e_tot_ha": -585.395946,
  "species": ["C", "C", "C", "C", "C", "C", "C", "N", "N", "N", "O", "O", "H", "H", "H", "H", "H", "H", "H"],
  "coordinates": [[1.186, 0.908, 1.098], [-1.661, 0.626, 0.794], [-1.249, 1.742, -0.183], [-1.188, -0.575, 0.925], [-0.924, 1.526, -1.466], [0.037, -1.117, 0.313], [1.187, -0.324, 0.411], [1.347, 1.928, 1.587], [0.028, -2.243, -0.370], [2.481, -0.709, -0.209], [3.530, -0.073, 0.040], [2.472, -1.751, -0.871], [-2.498, 0.947, 1.430], [-1.174, 2.639, 0.256], [-1.718, -1.144, 1.662], [-0.778, 2.364, -2.083], [-1.009, 0.495, -1.979], [-0.946, -2.594, -0.584], [0.878, -2.643, -0.771]],
  "atomic_forces_ev_per_a": [[0.7, -1.4, -0.8], [-1.0, 4.1, -1.4], [0.0, -5.3, -0.9], [1.1, -2.0, 0.0], [-1.2, -2.1, 0.5], [-1.9, 1.1, 1.0], [3.7, 0.7, -0.8], [0.0, 1.3, 0.8], [-2.6, -2.3, -0.9], [-0.8, 1.4, 1.4], [-1.2, 0.0, 0.1], [0.1, -0.9, -0.7], [0.4, -0.3, -0.1], [0.1, 3.4, 1.2], [0.0, -0.9, 0.2], [0.6, 0.8, -0.9], [0.2, 1.8, 1.0], [2.0, 0.2, 0.2], [-0.2, 0.3, 0.1]]
}

# 4
{
  "formula": "C7H7N3O2S3",
  "method": "ωB97M-V with the def2-TZVPD basis set",
  "de_lowest_kcal_mol": 5.8,
  "charge": 0,
  "homo_energy_ev": [-8.9530, -8.9303],
  "e_tot_ha": -1780.052481,
  "species": ["C", "C", "C", "C", "C", "C", "C", "N", "N", "N", "O", "O", "S", "S", "S", "H", "H", "H", "H", "H", "H", "H"],
  "coordinates": [[-2.537, -1.070, 0.186], [2.005, -0.291, 1.951], [-2.547, -0.989, 1.587], [2.787, -2.325, 1.431], [1.824, -0.381, 0.576], [-0.946, 0.418, 0.228], [-0.849, 2.177, -2.453], [2.556, -1.465, 2.335], [-1.745, -0.307, -0.476], [-0.005, 1.280, -0.036], [1.748, 2.196, -1.553], [0.757, 0.005, -2.063], [-1.345, 0.194, 1.970], [2.254, -1.870, -0.162], [0.586, 1.369, -1.559], [-3.212, -1.697, -0.483], [1.640, 0.547, 2.534], [-3.060, -1.530, 2.387], [3.406, -3.180, 1.538], [-1.514, 1.377, -2.770], [-1.340, 2.884, -1.745], [-0.465, 2.656, -3.424]],
  "atomic_forces_ev_per_a": [[-3.0, -2.4, -0.4], [-0.9, -0.4, -3.5], [1.5, 1.1, -0.1], [-0.1, -0.1, -1.6], [-0.2, 0.5, 0.8], [0.0, 1.1, 2.7], [1.2, 0.3, -0.5], [0.8, 0.4, 3.0], [0.6, 0.0, -3.1], [0.2, -0.2, 0.9], [-0.3, 0.5, 0.2], [-0.4, 1.4, 0.2], [-0.5, -0.4, 0.3], [0.1, 1.0, 0.6], [-0.3, -1.4, -2.5], [0.7, 0.6, 1.5], [0.5, -0.4, 0.4], [0.1, 0.2, -0.7], [0.1, -0.8, 0.4], [0.0, -0.1, 0.4], [0.5, -0.4, -0.7], [-0.3, -0.4, 1.8]]
}